No. 1
The following is a DFT calculation (wB97M-V/def2-TZVPD) of the molecule C19H21F3N2O3.

2S+1 ... 1
SMILES ... COc1cccc(CN(C)CC(=O)Nc2cccc(C(F)(F)F)c2)c1OC
ΔE to the lowest compared entry with this formula, charge and spin ... 44.7 kcal/mol
Total energy ... -37319.312 eV
Gap between HOMO and LUMO ... 9.00 eV
Charge ... 0
HOMO ... -0.312 hartree

Each line ends with the Mulliken charge.
Cartesian coordinates (Å):
C1 2.230 0.305 -3.866  -1.0173
O1 1.954 -0.249 -2.603  -0.2748
C2 0.998 -1.221 -2.506  0.6064
C3 0.267 -1.698 -3.588  -0.4980
C4 -0.717 -2.653 -3.409  -1.0244
C5 -0.992 -3.138 -2.147  -0.6957
C6 -0.264 -2.696 -1.052  0.8628
C7 -0.553 -3.210 0.333  -1.1055
N1 -0.948 -2.122 1.212  0.4954
C8 -0.987 -2.509 2.605  -1.2673
C9 -2.164 -1.446 0.806  -0.5725
C10 -2.096 0.044 1.144  0.5046
O2 -3.082 0.712 1.360  -0.7012
N2 -0.813 0.492 1.126  0.2818
C11 -0.329 1.771 1.343  0.5803
C12 1.052 1.971 1.270  -0.3664
C13 1.594 3.223 1.472  -0.8427
C14 0.776 4.306 1.752  -0.7331
C15 -0.595 4.105 1.831  -0.1538
C16 -1.504 5.269 2.102  1.0107
F1 -0.883 6.285 2.726  -0.2836
F2 -2.010 5.791 0.965  -0.2593
F3 -2.559 4.948 2.866  -0.2620
C17 -1.159 2.854 1.627  -0.5134
C18 0.744 -1.745 -1.226  0.3136
O3 1.405 -1.334 -0.092  -0.3460
C19 2.812 -1.193 -0.153  -1.0658
H1 1.349 0.796 -4.291  0.3807
H2 3.006 1.049 -3.694  0.2408
H3 2.603 -0.450 -4.565  0.3952
H4 0.452 -1.316 -4.579  0.4402
H5 -1.276 -3.006 -4.262  0.3787
H6 -1.769 -3.875 -2.006  0.3956
H7 0.361 -3.641 0.752  0.3902
H8 -1.317 -4.005 0.281  0.3380
H9 -1.241 -1.637 3.206  0.3758
H10 -1.725 -3.300 2.807  0.3519
H11 -0.002 -2.865 2.907  0.2959
H12 -3.072 -1.869 1.260  0.3390
H13 -2.270 -1.511 -0.281  0.2933
H14 -0.123 -0.238 0.944  -0.1838
H15 1.689 1.128 1.052  0.4628
H16 2.662 3.364 1.411  0.3943
H17 1.192 5.287 1.912  0.4475
H18 -2.226 2.713 1.690  0.6382
H19 3.107 -0.255 -0.629  0.3009
H20 3.153 -1.206 0.882  0.2946
H21 3.270 -2.025 -0.693  0.3573


No. 2
The following is a DFT calculation (wB97M-V/def2-TZVPD) of the molecule C19H21F3N4O2.

2S+1 ... 1
SMILES ... Cn1cc(CNC(=O)[C@H]2CCC(=O)N(Cc3cccc(C(F)(F)F)c3)C2)cn1
ΔE to the lowest compared entry with this formula, charge and spin ... 0.0 kcal/mol
Total energy ... -38253.575 eV
Gap between HOMO and LUMO ... 9.40 eV
Charge ... 0
HOMO ... -0.328 hartree

Each line ends with the Mulliken charge.
Cartesian coordinates (Å):
C1 -2.587 -1.544 -2.302  -0.9392
N1 -1.754 -1.977 -1.218  0.8926
C2 -0.459 -1.669 -1.021  -0.4028
C3 -0.049 -2.347 0.112  0.4935
C4 1.293 -2.341 0.762  -1.0631
N2 1.875 -1.014 0.722  0.2907
C5 3.167 -0.793 0.421  0.3263
O1 3.970 -1.686 0.244  -0.7148
C6 3.595 0.676 0.305  0.3438
C7 3.818 1.009 -1.173  -1.2528
C8 2.498 0.873 -1.916  -0.4337
C9 1.306 1.513 -1.232  0.6544
O2 0.259 1.691 -1.828  -0.6431
N3 1.419 1.835 0.081  0.0993
C10 0.284 2.515 0.697  -2.0066
C11 -0.822 1.547 1.043  1.0093
C12 -0.679 0.638 2.086  -0.2237
C13 -1.677 -0.277 2.371  -0.7718
C14 -2.852 -0.280 1.641  -0.8067
C15 -3.005 0.641 0.613  0.2100
C16 -4.312 0.723 -0.124  0.9273
F1 -5.152 1.600 0.465  -0.2869
F2 -4.971 -0.443 -0.174  -0.2645
F3 -4.178 1.138 -1.393  -0.2601
C17 -1.996 1.541 0.303  -0.3018
C18 2.626 1.704 0.876  -0.6876
C19 -1.198 -3.042 0.523  -1.0486
N4 -2.209 -2.808 -0.292  -0.9751
H1 -2.369 -2.118 -3.206  0.3346
H2 -2.417 -0.486 -2.505  0.3511
H3 -3.625 -1.711 -2.023  0.2786
H4 0.054 -0.996 -1.676  0.5905
H5 1.196 -2.678 1.802  0.3142
H6 1.992 -3.015 0.254  0.4843
H7 1.217 -0.253 0.770  -0.4854
H8 4.547 0.757 0.839  0.4866
H9 4.201 2.028 -1.261  0.3935
H10 4.555 0.327 -1.599  0.4554
H11 2.257 -0.187 -2.044  0.1428
H12 2.562 1.303 -2.918  0.5681
H13 0.637 3.029 1.593  0.5816
H14 -0.098 3.252 -0.015  0.4943
H15 0.214 0.650 2.695  0.2244
H16 -1.546 -0.985 3.174  0.5036
H17 -3.636 -0.987 1.857  0.4181
H18 -2.117 2.230 -0.518  0.3801
H19 2.347 1.431 1.899  0.2611
H20 3.135 2.678 0.922  0.5104
H21 -1.317 -3.694 1.364  0.5481


No. 3
The following is a DFT calculation (wB97M-V/def2-TZVPD) of a structure of composition C19H21F5NO3PtSTe at a distorted geometry.

2S+1 ... 1
Total energy ... -62603.914 eV
Gap between HOMO and LUMO (spin up / spin down) ... 2.66 / 2.66 eV
Charge ... +3
HOMO (spin up / spin down) ... -0.596 / -0.595 hartree

Each line ends with the Mulliken charge.
Cartesian coordinates (Å):
Pt1 -0.559 0.122 -0.816  1.7383
F1 -0.900 -5.355 3.852  -0.1422
C1 -0.515 -4.298 3.191  0.6810
C2 -1.347 -3.155 3.140  -0.1863
F2 -2.517 -3.166 3.736  -0.1975
C3 -0.910 -2.046 2.450  0.3990
F3 -1.671 -0.928 2.344  -0.2266
C4 0.344 -1.985 1.774  0.6341
O1 0.740 -0.919 1.188  -0.4013
C5 1.126 -3.182 1.805  0.3688
F4 2.277 -3.161 1.139  -0.2013
C6 0.723 -4.302 2.515  -0.0246
F5 1.483 -5.373 2.551  -0.1878
C7 -4.564 -1.892 -4.193  -0.7862
N1 -3.307 -1.980 -3.494  0.0955
C8 -2.438 -3.113 -3.704  -0.7846
C9 -2.901 -1.013 -2.705  0.1687
O2 -1.808 -1.076 -2.089  -0.9464
H1 -4.761 -2.824 -4.715  0.2659
H2 -4.554 -1.088 -4.935  0.3597
H3 -5.385 -1.701 -3.499  0.3511
H4 -2.938 -3.860 -4.312  0.3214
H5 -2.161 -3.549 -2.741  0.2672
H6 -1.522 -2.798 -4.209  0.3065
H7 -3.563 -0.144 -2.620  0.4673
C10 1.313 2.625 0.925  -0.7567
Te1 -0.369 1.349 1.459  0.1734
C11 -1.284 3.367 1.543  -0.8997
C12 -0.212 4.166 2.143  0.6231
C13 -0.440 5.176 3.083  -0.8384
C14 0.624 5.923 3.546  -0.6249
C15 1.940 5.633 3.136  -0.5506
C16 2.189 4.590 2.251  -0.8129
C17 1.134 3.844 1.758  0.7174
H8 1.214 2.840 -0.145  0.4325
H9 2.276 2.148 1.102  0.5543
H10 -2.222 3.406 2.092  0.5157
H11 -1.453 3.620 0.490  0.3886
H12 -1.447 5.392 3.410  0.4423
H13 0.455 6.753 4.218  0.4275
H14 2.766 6.206 3.532  0.4262
H15 3.206 4.345 1.988  0.4474
C18 3.896 0.111 -1.516  -1.0203
S1 2.501 -1.048 -1.461  0.8187
C19 2.865 -1.988 -2.972  -1.1172
O3 1.342 -0.145 -1.895  -0.9241
H16 4.773 -0.400 -1.135  0.4494
H17 3.682 0.969 -0.887  0.1961
H18 4.062 0.442 -2.536  0.4113
H19 3.869 -2.397 -2.891  0.4351
H20 2.784 -1.329 -3.832  0.4049
H21 2.163 -2.810 -3.057  0.3417


No. 4
The following is a DFT calculation (wB97M-V/def2-TZVPD) of a structure of composition C19H21N10S4Sn.

2S+1 ... 1
ΔE to the lowest compared entry with this formula, charge and spin ... 9.7 kcal/mol
Total energy ... -84094.122 eV
Gap between HOMO and LUMO ... 6.88 eV
Charge ... +3
HOMO ... -0.589 hartree

Each line ends with the Mulliken charge.
Cartesian coordinates (Å):
Sn1 0.085 -0.482 -1.262  0.9750
C1 2.101 -3.430 2.411  -1.8915
C2 1.173 -2.667 1.507  0.8171
N1 0.936 -1.410 1.569  -0.1365
N2 1.560 -0.701 2.574  -0.1124
C3 1.136 0.489 2.990  0.5776
N3 1.757 1.117 3.954  -0.3416
S1 -0.297 1.263 2.273  -0.0792
C4 0.367 -3.441 0.515  0.5693
C5 0.195 -4.802 0.700  -0.5999
C6 -0.679 -5.510 -0.118  -0.6029
C7 -1.363 -4.835 -1.109  -0.8034
C8 -1.118 -3.480 -1.257  -0.1443
N4 -0.274 -2.795 -0.482  0.1097
H1 1.553 -3.858 3.255  0.4209
H2 2.567 -4.254 1.876  0.4603
H3 2.906 -2.825 2.821  0.5371
H4 2.328 -1.136 3.065  0.0757
H5 2.593 0.770 4.407  0.2137
H6 1.382 1.990 4.299  0.2338
H7 0.710 -5.325 1.493  0.3727
H8 -0.824 -6.571 0.034  0.4722
H9 -2.067 -5.341 -1.755  0.4616
H10 -1.618 -2.919 -2.041  0.4450
N5 2.419 -3.124 -2.316  -0.2981
C9 1.666 -2.587 -3.309  0.4002
N6 0.825 -1.574 -3.133  -0.0088
C10 0.169 -1.249 -4.327  -0.0511
C11 0.496 -2.033 -5.369  -0.3679
S2 1.676 -3.200 -4.910  -0.0865
C12 -0.786 -0.152 -4.297  -0.0495
C13 -1.339 0.486 -5.343  -0.3879
S3 -2.430 1.704 -4.803  -0.0890
C14 -2.083 1.294 -3.170  0.4479
N7 -1.197 0.315 -3.045  -0.0388
N8 -2.654 1.934 -2.128  -0.3889
H11 2.703 -2.508 -1.574  0.1483
H12 3.116 -3.804 -2.582  0.2773
H13 0.120 -2.001 -6.381  0.4513
H14 -1.162 0.330 -6.396  0.4210
H15 -3.396 2.588 -2.318  0.2720
H16 -2.718 1.456 -1.246  0.1422
C15 -1.949 5.636 4.370  -1.1964
C16 -1.092 5.510 3.155  0.7454
C17 -0.750 6.609 2.368  -0.5646
C18 0.010 6.397 1.234  -0.2732
N9 0.417 5.167 0.883  -0.5078
C19 0.057 4.223 1.719  0.5053
S4 0.750 2.657 1.154  -0.0600
N10 -0.662 4.280 2.812  -0.3423
H17 -1.843 6.617 4.828  0.3995
H18 -1.711 4.860 5.094  0.3253
H19 -2.998 5.515 4.088  0.2825
H20 -1.071 7.604 2.645  0.4126
H21 0.311 7.203 0.576  0.4498


No. 5
The following is a DFT calculation (wB97M-V/def2-TZVPD) of a cluster of 5 separate species, C19H21N3O15PS in total at a distorted geometry.

2S+1 ... 1
Total energy ... -75346.971 eV
Gap between HOMO and LUMO ... 6.59 eV
Charge ... -1
HOMO ... -0.177 hartree

Each line ends with the Mulliken charge.
Cartesian coordinates (Å):
N1 5.525 -1.389 -2.281  -0.6459
C1 4.195 -0.718 -2.056  0.3212
C2 4.212 0.834 -1.944  -0.7321
C3 2.802 1.543 -1.732  0.1098
P1 2.870 3.445 -1.600  0.4375
O1 3.664 4.067 -2.774  -0.7167
C4 1.462 0.743 -1.639  0.5963
C5 0.059 1.508 -1.472  -0.2261
O2 -0.590 1.811 -2.545  -0.6233
O3 -0.441 1.850 -0.229  -0.6331
C6 1.473 -0.845 -1.708  0.4581
N2 0.371 -1.778 -1.604  -0.3642
S1 1.148 -3.298 -1.738  0.1521
N3 2.811 -3.008 -1.978  -0.6623
C7 2.867 -1.560 -1.920  0.4659
H1 6.093 -0.751 -2.878  0.3628
H2 5.982 -1.311 -1.347  0.2879
H3 5.163 1.462 -2.021  0.2209
H4 1.543 4.003 -1.515  0.1132
H5 3.634 3.708 -0.391  0.0671
C8 -4.603 -1.662 -0.001  0.0496
C9 -3.107 -1.666 0.079  -0.1208
O4 -2.761 -2.930 -0.475  -0.2969
C10 -3.790 -3.309 -1.280  0.6572
O5 -3.754 -4.246 -2.031  -0.5837
O6 -4.867 -2.490 -1.125  -0.3097
H6 -5.009 -0.660 -0.152  -0.0074
H7 -5.071 -2.106 0.883  0.2062
H8 -2.652 -0.877 -0.527  0.1856
H9 -2.745 -1.579 1.105  0.2414
C11 -0.892 1.988 4.001  -0.2769
C12 -0.505 2.677 2.730  0.0301
O7 0.834 3.089 2.982  -0.3235
C13 1.329 2.268 3.945  0.6670
O8 2.483 2.230 4.277  -0.5796
O9 0.348 1.492 4.487  -0.3348
H10 -1.598 1.172 3.835  0.2800
H11 -1.312 2.676 4.741  0.2294
H12 -0.512 2.003 1.868  0.0845
H13 -1.141 3.537 2.512  0.2855
C14 -8.482 0.942 -1.412  -0.3107
C15 -8.086 1.627 -2.684  -0.3287
O10 -6.757 2.051 -2.420  -0.3258
C16 -6.264 1.239 -1.444  0.6516
O11 -5.117 1.213 -1.102  -0.5125
O12 -7.246 0.460 -0.908  -0.3107
H14 -9.180 0.120 -1.580  0.2819
H15 -8.916 1.632 -0.682  0.2613
H16 -8.077 0.947 -3.541  0.2646
H17 -8.726 2.480 -2.915  0.2879
C17 7.083 -2.332 2.037  -0.3587
C18 6.183 -2.932 3.075  -0.3596
O13 4.910 -2.399 2.744  -0.3186
C19 4.946 -2.064 1.424  0.5456
O14 3.990 -1.741 0.782  -0.3846
O15 6.215 -2.144 0.930  -0.2778
H18 7.913 -2.990 1.773  0.2958
H19 7.483 -1.360 2.341  0.2700
H20 6.138 -4.023 3.009  0.2591
H21 6.471 -2.649 4.089  0.2981


No. 6
The following is a DFT calculation (wB97M-V/def2-TZVPD) of the molecule C19H21N3O2S at a distorted geometry.

2S+1 ... 1
SMILES ... C/C=C(\c1ccccc1)c1ccc2nc(N)n(S(=O)(=O)C(C)C)c2c1
ΔE to the lowest compared entry with this formula, charge and spin ... 60.4 kcal/mol
Total energy ... -39443.714 eV
Gap between HOMO and LUMO ... 8.19 eV
Charge ... 0
HOMO ... -0.278 hartree

Each line ends with the Mulliken charge.
Cartesian coordinates (Å):
C1 -0.792 -4.662 2.152  -1.3383
C2 0.117 -3.582 1.585  -0.4085
C3 -0.162 -2.214 1.462  0.3820
C4 -1.404 -1.648 1.988  0.1323
C5 -2.651 -2.084 1.548  -0.3961
C6 -3.829 -1.421 1.939  -0.6359
C7 -3.767 -0.329 2.825  -0.4565
C8 -2.538 0.104 3.285  -0.7827
C9 -1.348 -0.532 2.880  0.0683
C10 0.844 -1.255 0.927  0.1481
C11 2.226 -1.481 1.079  -0.7205
C12 3.191 -0.532 0.649  -0.8756
C13 2.743 0.639 0.079  1.1210
N1 3.483 1.696 -0.362  -0.9260
C14 2.629 2.537 -0.839  0.3579
N2 3.114 3.671 -1.360  -0.3671
N3 1.346 2.084 -0.805  0.0160
S1 -0.006 2.889 -1.559  1.0448
O1 -1.200 2.817 -0.735  -0.6198
O2 0.332 4.306 -1.786  -0.7496
C15 -0.273 2.147 -3.229  0.3682
C16 1.079 2.133 -3.950  -1.5105
C17 -0.838 0.699 -3.172  -1.3282
C18 1.371 0.859 -0.147  -0.2304
C19 0.404 -0.062 0.307  -0.6004
H1 -0.328 -5.167 2.996  0.3687
H2 -1.717 -4.246 2.553  0.3791
H3 -1.061 -5.409 1.379  0.2647
H4 1.054 -3.951 1.184  0.4154
H5 -2.743 -2.913 0.865  0.5208
H6 -4.791 -1.778 1.562  0.3679
H7 -4.709 0.090 3.118  0.4243
H8 -2.448 0.945 3.933  0.4339
H9 -0.380 -0.140 3.262  0.3809
H10 2.630 -2.365 1.533  0.4416
H11 4.228 -0.742 0.806  0.4542
H12 2.425 4.407 -1.534  0.2447
H13 4.054 3.931 -1.083  0.2958
H14 -0.977 2.824 -3.760  0.4172
H15 1.525 3.128 -3.855  0.3867
H16 1.729 1.443 -3.480  0.3333
H17 0.982 1.867 -4.998  0.4570
H18 -1.022 0.359 -4.194  0.4555
H19 -1.758 0.700 -2.569  0.3414
H20 -0.111 0.047 -2.687  0.3244
H21 -0.651 0.187 0.210  0.5999